No. 1
ORCA calculation (ωB97M-V/def2-TZVPD) on a cluster of 2 separate species, C11H15N in total at a distorted geometry.

Last column: natural (NBO) charge in e.
Cartesian coordinates (Å):
C -0.55 -2.40 1.49  -0.616
C -2.00 -1.88 1.69  -0.603
H -0.20 -2.16 0.51  0.233
H 0.07 -1.95 2.16  0.198
H -0.58 -3.45 1.58  0.185
H -2.18 -1.53 2.70  0.193
H -2.67 -2.84 1.57  0.183
H -2.13 -1.08 0.94  0.214
C -0.52 1.23 1.82  -0.637
C 1.53 1.11 -1.31  0.142
C 0.41 0.79 -0.62  -0.093
C 0.55 1.36 0.76  -0.114
C 1.74 2.02 0.78  -0.142
C 1.60 0.81 -2.68  -0.430
C 0.46 0.09 -3.27  -0.324
C -0.68 0.08 -1.15  -0.412
C -0.64 -0.16 -2.50  -0.237
N 2.49 1.85 -0.47  -0.621
H 3.29 2.36 -0.94  0.400
H 2.39 0.99 -3.25  0.169
H 2.07 2.55 1.78  0.176
H 0.60 -0.33 -4.28  0.178
H -1.45 -0.31 -0.42  0.164
H 0.06 0.75 2.67  0.200
H -1.25 0.49 1.50  0.213
H -1.48 -0.59 -3.05  0.176
H -0.95 2.20 2.00  0.207

For the max |F|, the calculation gives 4.4 eV/A. Its relative energy (zero: lowest compared OMol25 entry of this formula, charge and spin) is 48.7 kcal per mole. The value obtained for the LUMO energy (spin up / spin down) is 3.705 / 3.662 eV. The orbital gap (spin up / spin down) comes out at 3.00 / 6.54 eV. As for the total energy: -13137.4514 eV. Its highest occupied orbital energy (spin up / spin down) is 0.7 / -2.9 eV. As for the multiplicity: 2. Its total charge is -1.



No. 2
ORCA calculation (ωB97M-V/def2-TZVPD) on a cluster of 2 separate species, C11H15N in total at a distorted geometry.

Last column: natural (NBO) charge in e.
Cartesian coordinates (Å):
C -0.02 -2.99 0.03  -0.638
C -0.83 -3.38 -1.19  -0.617
H -0.61 -2.66 0.90  0.207
H 0.52 -3.85 0.44  0.183
H 0.82 -2.30 -0.07  0.228
H -1.63 -4.10 -1.01  0.192
H -0.07 -3.93 -1.78  0.186
H -1.22 -2.67 -1.92  0.216
C 2.57 1.15 1.43  -0.613
C -0.32 1.29 -0.80  0.183
C 0.21 1.42 0.49  -0.135
C 1.59 1.28 0.31  -0.118
C 1.89 0.86 -0.95  -0.193
C -1.74 1.44 -1.01  -0.418
C -2.51 1.90 0.10  -0.325
C -0.62 1.80 1.58  -0.381
C -1.96 2.00 1.37  -0.237
N 0.64 0.82 -1.70  -0.571
H 0.49 0.61 -2.66  0.389
H -2.22 1.15 -1.93  0.174
H 2.81 0.55 -1.41  0.177
H -3.55 2.04 -0.18  0.177
H -0.19 1.93 2.57  0.179
H 2.71 0.10 1.73  0.186
H 2.30 1.71 2.33  0.200
H -2.63 2.31 2.17  0.178
H 3.58 1.50 1.16  0.190

For the max |F|, the calculation gives 2.9 eV/A. Its relative energy (zero: lowest compared OMol25 entry of this formula, charge and spin) is 17.6 kcal per mole. The value obtained for the LUMO energy (spin up / spin down) is 3.716 / 3.592 eV. The orbital gap (spin up / spin down) comes out at 2.96 / 6.54 eV. As for the total energy: -13138.8012 eV. Its highest occupied orbital energy (spin up / spin down) is 0.8 / -2.9 eV. As for the multiplicity: 2. Its total charge is -1.



No. 3
ORCA calculation (ωB97M-V/def2-TZVPD) on a cluster of 2 separate species, C11H15N in total at a distorted geometry.

Last column: natural (NBO) charge in e.
Cartesian coordinates (Å):
C -1.32 -1.40 0.89  -0.638
C 0.09 -1.39 1.20  -0.101
C 0.73 -2.44 1.90  -0.030
N 2.08 -2.19 1.74  -0.535
C 2.37 -1.30 0.72  0.143
C 3.49 -0.85 0.06  -0.277
C 3.31 0.33 -0.67  -0.192
C 2.30 1.24 -0.41  -0.268
C 1.21 0.76 0.20  -0.189
C 1.09 -0.54 0.69  -0.074
H -1.92 -2.35 0.92  0.228
H -1.42 -1.36 -0.28  0.213
H -1.91 -0.66 1.36  0.215
H 0.29 -3.12 2.61  0.222
H 2.95 -2.73 2.14  0.409
H 4.41 -1.49 -0.06  0.224
H 3.98 0.51 -1.53  0.211
H 2.18 2.34 -0.63  0.229
H 0.36 1.45 0.45  0.207
C -2.62 2.48 -0.98  -0.616
C -3.42 1.27 -1.76  -0.602
H -3.10 2.65 -0.01  0.209
H -1.58 2.39 -1.14  0.212
H -2.89 3.36 -1.56  0.196
H -3.22 1.53 -2.86  0.200
H -4.45 1.18 -1.52  0.201
H -3.02 0.34 -1.46  0.199

For the max |F|, the calculation gives 5.8 eV/A. Its relative energy (zero: lowest compared OMol25 entry of this formula, charge and spin) is 73.4 kcal per mole. The value obtained for the LUMO energy is 0.948 eV. The orbital gap comes out at 8.48 eV. As for the total energy: -13137.6086 eV. Its highest occupied orbital energy is -7.5 eV.



No. 4
ORCA calculation (ωB97M-V/def2-TZVPD) on a cluster of 2 separate species, C11H15N in total at a distorted geometry.

Last column: natural (NBO) charge in e.
Cartesian coordinates (Å):
C -3.16 -1.47 -0.12  -0.633
C -1.72 -1.35 0.34  -0.062
C -1.39 -0.93 1.59  -0.031
N 0.00 -0.63 1.77  -0.556
C 0.49 -0.79 0.46  0.145
C 1.82 -0.77 -0.04  -0.244
C 2.07 -1.05 -1.35  -0.212
C 0.99 -1.33 -2.31  -0.228
C -0.25 -1.22 -1.80  -0.183
C -0.52 -1.15 -0.41  -0.108
H -3.26 -1.64 -1.19  0.218
H -3.59 -0.52 0.16  0.227
H -3.66 -2.30 0.41  0.222
H -1.99 -0.98 2.49  0.198
H 0.44 -1.16 2.51  0.402
H 2.67 -0.59 0.61  0.216
H 3.05 -0.97 -1.78  0.210
H 1.22 -1.38 -3.36  0.217
H -1.14 -1.50 -2.38  0.201
C 0.80 2.73 -0.23  -0.612
C 1.21 2.68 1.28  -0.605
H 1.47 3.46 -0.68  0.197
H 1.01 1.76 -0.68  0.215
H -0.23 3.07 -0.17  0.205
H 1.34 3.70 1.65  0.199
H 1.98 1.96 1.44  0.200
H 0.32 2.37 1.82  0.200

For the max |F|, the calculation gives 3.4 eV/A. Its relative energy (zero: lowest compared OMol25 entry of this formula, charge and spin) is 29.0 kcal per mole. The value obtained for the LUMO energy is 0.955 eV. The orbital gap comes out at 9.03 eV. As for the total energy: -13139.5323 eV. Its highest occupied orbital energy is -8.1 eV.